Computed, not measured: a single C4H8ClN molecule in a non-equilibrium geometry, with ωB97M-V/def2-TZVPD.

Last column: Löwdin charge in e.
CARTESIAN COORDINATES (ANGSTROEM)
C (0.90, 0.55, -0.21)  -0.62
C (-0.08, -0.43, 0.20)  -0.32
C (-2.55, -0.69, -0.03)  -0.15
C (-2.31, 0.80, 0.28)  -0.12
H (0.88, 1.55, 0.24)  0.09
H (0.69, 0.70, -1.23)  0.07
H (0.20, -1.39, -0.26)  0.12
H (-0.24, -0.52, 1.27)  0.12
H (-3.25, -0.89, -0.83)  0.09
H (-2.64, -1.44, 0.80)  0.12
H (-2.87, 1.52, -0.30)  0.09
H (-2.01, 1.12, 1.28)  0.10
N (-1.33, -0.03, -0.48)  -0.14
Cl (2.52, -0.11, 0.05)  0.57

Output
F_max: 2.70 eV Å⁻¹
ΔE to the lowest compared entry with this formula, charge and spin: 105.41 kJ/mol
E_LUMO: 0.04143 hartree
SMILES: ClCCN1CC1

---

Computed, not measured: 2 unconnected molecules or ions with the total composition C5H5IN2S in a non-equilibrium geometry, with ωB97M-V/def2-TZVPD.

Last column: Löwdin charge in e.
CARTESIAN COORDINATES (ANGSTROEM)
C (-1.59, 0.20, -1.25)  -0.24
C (-1.30, 0.03, 0.88)  -0.07
C (1.53, -2.46, 1.30)  -1.31
C (-2.30, -0.02, -0.04)  -0.06
C (0.39, 1.01, -0.33)  -0.19
N (-0.44, 0.61, -1.43)  0.05
N (-0.10, 0.29, 0.92)  0.09
S (0.39, -3.19, 0.39)  0.59
I (2.56, -2.73, 3.04)  0.82
H (-2.16, 0.11, -2.05)  0.08
H (-3.38, -0.24, -0.03)  0.10
H (1.93, -1.55, 0.96)  -0.12
H (1.50, 0.46, -0.50)  0.15
H (0.63, 2.09, -0.43)  0.11

Output
F_max: 4.58 eV Å⁻¹
ΔE to the lowest compared entry with this formula, charge and spin: 297.13 kJ/mol
E_LUMO (alpha / beta): -0.03383 / -0.03381 hartree
SMILES: C1=CC=NCN=1.S=CI

---

Computed, not measured: a gas-phase ion, C6H11O (charge -1), with ωB97M-V/def2-TZVPD.

Last column: Löwdin charge in e.
CARTESIAN COORDINATES (ANGSTROEM)
C (1.30, 1.79, -0.60)  -0.57
O (1.91, 1.97, -1.77)  -0.38
C (0.66, 0.33, -0.53)  -0.19
C (-0.83, 0.22, -0.11)  -0.19
C (-1.01, -0.94, 0.83)  -0.40
C (-1.07, -0.87, 2.16)  0.01
C (-0.97, -2.27, 0.13)  -0.09
H (0.55, 2.62, -0.43)  0.06
H (1.88, 1.84, 0.38)  0.06
H (1.30, -0.26, 0.14)  0.09
H (0.86, -0.08, -1.51)  0.08
H (-1.37, -0.03, -1.03)  0.10
H (-1.30, 1.14, 0.22)  0.10
H (-1.08, -1.79, 2.73)  0.04
H (-1.08, 0.09, 2.65)  0.05
H (-0.43, -3.03, 0.69)  0.07
H (-0.51, -2.18, -0.86)  0.07
H (-1.96, -2.69, -0.07)  0.07

Output
F_max: 0.88 eV Å⁻¹
ΔE to the lowest compared entry with this formula, charge and spin: 50.76 kJ/mol
net charge: -1
E_LUMO: 0.13306 hartree
SMILES: C=C(C)CCC[O-]

---

Computed, not measured: a single C4H6N2S molecule in a non-equilibrium geometry, with ωB97M-V/def2-TZVPD.

Last column: Löwdin charge in e.
CARTESIAN COORDINATES (ANGSTROEM)
C (-0.98, 1.09, -0.24)  -0.19
C (0.59, -0.11, 0.49)  -0.33
C (1.33, -1.15, -0.31)  -0.24
C (-0.90, -0.36, 0.29)  -0.49
H (-1.41, 1.24, -1.20)  0.09
H (-1.51, 1.71, 0.47)  0.11
H (0.82, 1.93, 0.30)  0.08
H (0.97, -0.06, 1.56)  0.16
H (2.45, -1.21, -0.31)  0.13
H (-1.50, -0.58, 1.10)  0.07
N (0.48, 1.17, -0.22)  0.01
N (0.68, -1.96, -1.03)  -0.27
S (-1.01, -1.72, -0.90)  0.88

Output
F_max: 2.21 eV Å⁻¹
ΔE to the lowest compared entry with this formula, charge and spin: 199.90 kJ/mol
E_LUMO: 0.02883 hartree
SMILES: C1=NS[C@@H]2CN[C@H]12

---

Computed, not measured: a single C6H8ClN molecule in a non-equilibrium geometry, with ωB97M-V/def2-TZVPD.

Last column: Löwdin charge in e.
CARTESIAN COORDINATES (ANGSTROEM)
C (0.36, 1.30, 0.89)  0.09
C (0.54, -1.49, -0.22)  -0.13
C (2.26, -0.12, 0.69)  -0.64
C (-0.65, -0.99, 0.52)  -0.15
C (-0.73, 0.54, 0.25)  -0.49
C (-1.03, 0.84, -1.22)  -0.08
N (1.68, -1.08, 0.17)  0.00
Cl (3.41, -0.14, 1.90)  0.68
H (0.65, 2.16, 0.27)  0.01
H (0.47, -2.05, -1.14)  0.12
H (-1.56, -1.49, 0.19)  0.11
H (-0.52, -1.13, 1.60)  0.12
H (-1.58, 0.88, 0.87)  0.15
H (-1.35, 1.88, -1.34)  0.07
H (-1.82, 0.20, -1.60)  0.07
H (-0.14, 0.69, -1.83)  0.08

Output
F_max: 2.58 eV Å⁻¹
ΔE to the lowest compared entry with this formula, charge and spin: 523.58 kJ/mol
E_LUMO (alpha / beta): -0.00349 / -0.00352 hartree

---

Computed, not measured: a molecular structure, C53H50ClFO2PbS2Se in a non-equilibrium geometry, with ωB97M-V/def2-TZVPD.

Last column: Löwdin charge in e.
CARTESIAN COORDINATES (ANGSTROEM)
Pb (2.21, 1.66, 0.33)  0.89
C (0.31, 3.22, -3.07)  -0.07
C (0.12, 3.92, -1.75)  -0.21
C (-0.78, 3.40, -0.80)  -0.23
C (-1.54, 2.17, -1.09)  -0.07
C (-1.02, 4.05, 0.43)  -0.16
C (-2.12, 3.47, 1.32)  -0.02
C (-0.26, 5.21, 0.74)  -0.17
C (-0.29, 5.79, 2.12)  -0.03
C (0.68, 5.69, -0.22)  -0.17
C (1.64, 6.82, 0.15)  -0.02
C (0.76, 5.12, -1.47)  -0.20
C (1.61, 5.67, -2.61)  -0.04
H (-0.26, 3.70, -3.85)  0.09
H (-0.02, 2.19, -3.07)  0.03
H (1.34, 3.16, -3.43)  0.05
H (-1.12, 1.31, -0.53)  0.08
H (-1.59, 1.89, -2.13)  0.06
H (-2.59, 2.27, -0.82)  0.08
H (-2.22, 4.02, 2.29)  0.08
H (-1.97, 2.45, 1.52)  0.05
H (-3.02, 3.46, 0.72)  0.08
H (-0.97, 6.64, 2.16)  0.09
H (0.73, 6.08, 2.32)  0.06
H (-0.64, 5.00, 2.79)  0.07
H (2.10, 7.26, -0.75)  0.07
H (2.43, 6.36, 0.71)  0.06
H (1.25, 7.56, 0.80)  0.06
H (1.11, 5.40, -3.56)  0.07
H (2.62, 5.30, -2.62)  0.08
H (1.63, 6.79, -2.63)  0.09
C (-4.44, -2.71, 6.03)  -0.05
C (-3.35, -2.40, 4.99)  -0.26
C (-2.94, -1.11, 4.86)  -0.04
C (-1.89, -0.76, 4.00)  -0.06
C (-1.32, -1.76, 3.26)  -0.38
C (-1.65, -3.11, 3.43)  -0.07
C (-2.62, -3.43, 4.34)  -0.02
S (-0.09, -1.33, 2.03)  0.97
O (0.02, 0.15, 2.17)  -0.59
C (-1.22, -1.65, 0.60)  -0.27
C (-2.28, -0.74, 0.50)  -0.07
C (-3.12, -0.86, -0.59)  0.01
C (-2.88, -1.89, -1.59)  -0.14
C (-3.81, -2.01, -2.66)  -0.03
C (-3.64, -3.00, -3.57)  -0.07
C (-2.47, -3.80, -3.52)  -0.07
C (-1.56, -3.63, -2.54)  -0.04
C (-1.77, -2.74, -1.50)  -0.14
C (-0.93, -2.54, -0.38)  -0.15
C (0.41, -3.27, -0.31)  -0.15
C (0.45, -4.56, 0.35)  -0.10
C (-0.70, -5.26, 0.73)  -0.04
C (-0.63, -6.44, 1.41)  -0.06
C (0.64, -7.07, 1.66)  -0.04
C (1.77, -6.40, 1.23)  -0.04
C (1.71, -5.18, 0.54)  -0.13
C (2.91, -4.56, 0.03)  0.02
C (2.80, -3.38, -0.66)  -0.10
C (1.56, -2.78, -0.80)  -0.37
S (1.50, -1.24, -1.73)  0.97
O (3.01, -0.92, -1.96)  -0.96
C (0.86, -1.68, -3.39)  -0.33
C (-0.06, -0.81, -3.97)  -0.06
C (-0.58, -1.10, -5.23)  0.00
C (-0.09, -2.21, -5.98)  -0.23
C (-0.39, -2.37, -7.43)  -0.05
C (0.86, -3.05, -5.35)  -0.03
C (1.31, -2.84, -4.07)  -0.06
H (-4.21, -3.55, 6.65)  0.07
H (-5.45, -2.82, 5.55)  0.09
H (-4.56, -1.80, 6.65)  0.07
H (-3.42, -0.35, 5.47)  0.11
H (-1.47, 0.26, 3.96)  0.12
H (-1.00, -3.81, 3.02)  0.08
H (-2.81, -4.47, 4.59)  0.12
H (-2.50, -0.05, 1.32)  0.12
H (-3.99, -0.20, -0.73)  0.12
H (-4.65, -1.33, -2.67)  0.11
H (-4.35, -3.05, -4.40)  0.11
H (-2.27, -4.57, -4.29)  0.12
H (-0.58, -4.09, -2.66)  0.12
H (-1.62, -4.77, 0.59)  0.11
H (-1.58, -6.86, 1.70)  0.10
H (0.77, -8.01, 2.25)  0.12
H (2.70, -6.80, 1.49)  0.09
H (3.87, -4.98, 0.25)  0.12
H (3.72, -2.86, -1.04)  0.13
H (-0.53, -0.06, -3.37)  0.09
H (-1.28, -0.43, -5.67)  0.11
H (-1.31, -1.88, -7.74)  0.08
H (-0.49, -3.43, -7.74)  0.10
H (0.32, -1.84, -8.00)  0.07
H (1.35, -3.85, -5.87)  0.11
H (2.00, -3.45, -3.60)  0.10
Cl (3.02, -0.69, 1.22)  -0.02
Se (3.23, 0.94, -2.34)  0.51
F (2.91, 4.38, 6.25)  0.01
C (3.24, 3.93, 4.99)  -0.29
C (3.24, 2.57, 4.82)  -0.02
C (3.54, 2.07, 3.55)  -0.05
C (3.91, 2.94, 2.44)  -0.34
C (4.19, 2.40, 1.08)  -0.41
C (3.84, 4.36, 2.71)  -0.04
C (3.55, 4.86, 4.02)  -0.02
H (2.88, 1.92, 5.57)  0.10
H (3.46, 0.98, 3.44)  0.08
H (4.84, 1.53, 1.09)  0.02
H (4.48, 3.24, 0.40)  0.05
H (3.98, 5.09, 1.90)  0.09
H (3.49, 5.92, 4.14)  0.10

Output
F_max: 2.86 eV Å⁻¹
ΔE to the lowest compared entry with this formula, charge and spin: 186.45 kJ/mol
E_LUMO: -0.01746 hartree

---

Computed, not measured: a single C2H3NO molecule in a non-equilibrium geometry, with ωB97M-V/def2-TZVPD.

Last column: Löwdin charge in e.
CARTESIAN COORDINATES (ANGSTROEM)
C (0.47, -0.01, 0.09)  -0.19
C (-0.89, -0.64, -0.01)  -0.24
N (0.54, 1.23, 0.01)  0.16
O (-1.89, 0.04, 0.05)  0.07
H (1.24, -0.73, -0.12)  0.09
H (-0.78, -1.67, 0.01)  0.08
H (1.32, 1.77, -0.03)  0.02

Output
F_max: 3.89 eV Å⁻¹
ΔE to the lowest compared entry with this formula, charge and spin: 167.01 kJ/mol
E_LUMO: -0.01462 hartree
SMILES: [H]/N=C/C=O

---

Computed, not measured: a molecular structure, C33H32N8O3S5Sc, with ωB97M-V/def2-TZVPD.

Last column: Löwdin charge in e.
CARTESIAN COORDINATES (ANGSTROEM)
Sc (0.23, 0.20, -0.84)  0.68
C (-0.35, 1.09, 2.58)  -0.06
N (-0.28, 1.72, 1.24)  -0.19
C (-1.57, 2.39, 1.01)  -0.19
C (-1.62, 3.07, -0.34)  -0.20
N (-1.43, 2.15, -1.46)  -0.19
C (-2.68, 1.40, -1.71)  -0.09
C (-1.07, 2.88, -2.68)  -0.28
C (-1.35, 4.24, -2.81)  -0.05
C (-1.02, 4.93, -3.97)  -0.10
C (-0.42, 4.24, -5.02)  -0.11
C (-0.16, 2.89, -4.90)  -0.12
C (-0.49, 2.17, -3.73)  -0.63
S (-0.18, 0.48, -3.61)  0.68
C (0.88, 2.60, 1.25)  -0.29
C (0.78, 3.96, 1.48)  -0.05
C (1.92, 4.76, 1.53)  -0.09
C (3.17, 4.18, 1.39)  -0.09
C (3.27, 2.81, 1.18)  -0.11
C (2.14, 1.99, 1.10)  -0.61
S (2.30, 0.28, 0.82)  0.71
H (-0.43, 1.88, 3.34)  0.11
H (0.55, 0.51, 2.75)  0.06
H (-1.22, 0.45, 2.65)  0.07
H (-1.78, 3.13, 1.79)  0.13
H (-2.34, 1.63, 1.09)  0.11
H (-0.84, 3.83, -0.39)  0.10
H (-2.59, 3.59, -0.42)  0.13
H (-3.51, 2.10, -1.88)  0.10
H (-2.92, 0.77, -0.85)  0.07
H (-2.54, 0.76, -2.58)  0.03
H (-1.83, 4.79, -2.02)  0.10
H (-1.24, 5.99, -4.05)  0.09
H (-0.15, 4.76, -5.93)  0.10
H (0.31, 2.35, -5.71)  0.10
H (-0.19, 4.43, 1.62)  0.11
H (1.82, 5.83, 1.70)  0.10
H (4.06, 4.78, 1.43)  0.10
H (4.24, 2.35, 1.06)  0.10
C (-2.21, -4.59, -2.83)  -0.45
S (-0.45, -4.54, -2.47)  0.85
C (-0.16, -2.83, -2.15)  -1.08
S (-1.44, -1.78, -1.74)  0.62
N (1.12, -2.58, -2.24)  -0.07
N (1.45, -1.28, -1.93)  -0.17
C (2.54, -0.85, -2.44)  -0.11
C (2.87, 0.57, -2.39)  -0.30
C (4.03, 1.05, -2.97)  0.00
C (4.25, 2.42, -3.00)  -0.05
C (3.30, 3.26, -2.46)  -0.03
C (2.16, 2.71, -1.89)  -0.11
N (1.94, 1.40, -1.86)  -0.04
H (-2.46, -5.65, -2.92)  0.03
H (-2.80, -4.15, -2.03)  0.00
H (-2.43, -4.08, -3.77)  0.03
H (3.16, -1.52, -3.03)  0.14
H (4.74, 0.35, -3.39)  0.12
H (5.16, 2.82, -3.45)  0.11
H (3.42, 4.34, -2.47)  0.11
H (1.40, 3.34, -1.45)  0.12
O (0.60, -8.36, 4.89)  -0.37
S (0.71, -7.14, 5.69)  0.39
O (1.88, -6.33, 5.41)  -0.37
O (0.39, -7.30, 7.09)  -0.37
C (-0.68, -6.16, 5.04)  -0.34
N (-1.91, -6.50, 5.45)  0.12
C (-2.92, -5.82, 4.93)  -0.13
C (-2.74, -4.80, 4.01)  -0.01
C (-1.43, -4.52, 3.65)  -0.22
N (-0.41, -5.20, 4.16)  0.17
C (-1.07, -3.45, 2.68)  -0.12
C (-2.00, -2.51, 2.22)  0.00
C (-1.59, -1.55, 1.32)  -0.22
N (-0.33, -1.42, 0.89)  -0.09
C (0.55, -2.33, 1.33)  -0.14
C (0.23, -3.35, 2.21)  0.04
H (-3.91, -6.10, 5.26)  0.10
H (-3.60, -4.28, 3.59)  0.09
H (-3.03, -2.52, 2.54)  0.11
H (-2.31, -0.84, 0.93)  0.09
H (1.57, -2.23, 0.96)  0.07
H (0.97, -4.06, 2.54)  0.13

Output
F_max: 0.72 eV Å⁻¹
ΔE to the lowest compared entry with this formula, charge and spin: 0.00 kJ/mol
net charge: -1
E_LUMO: 0.03842 hartree

---

- What is the formula in the second record?
  C5H5IN2S

---

Please write out number 5 again, unchanged.
Computed, not measured: a single C6H8ClN molecule in a non-equilibrium geometry, with ωB97M-V/def2-TZVPD.

Last column: Löwdin charge in e.
CARTESIAN COORDINATES (ANGSTROEM)
C (0.36, 1.30, 0.89)  0.09
C (0.54, -1.49, -0.22)  -0.13
C (2.26, -0.12, 0.69)  -0.64
C (-0.65, -0.99, 0.52)  -0.15
C (-0.73, 0.54, 0.25)  -0.49
C (-1.03, 0.84, -1.22)  -0.08
N (1.68, -1.08, 0.17)  0.00
Cl (3.41, -0.14, 1.90)  0.68
H (0.65, 2.16, 0.27)  0.01
H (0.47, -2.05, -1.14)  0.12
H (-1.56, -1.49, 0.19)  0.11
H (-0.52, -1.13, 1.60)  0.12
H (-1.58, 0.88, 0.87)  0.15
H (-1.35, 1.88, -1.34)  0.07
H (-1.82, 0.20, -1.60)  0.07
H (-0.14, 0.69, -1.83)  0.08

Output
F_max: 2.58 eV Å⁻¹
ΔE to the lowest compared entry with this formula, charge and spin: 523.58 kJ/mol
E_LUMO (alpha / beta): -0.00349 / -0.00352 hartree